{"formula": "C5H43N2O14", "method": "ωB97M-V/def2-TZVPD", "species": ["C", "N", "C", "C", "N", "C", "C", "H", "H", "H", "H", "H", "H", "H", "H", "H", "H", "H", "H", "H", "H", "H", "H", "H", "O", "H", "H", "O", "H", "H", "O", "H", "H", "O", "H", "H", "O", "H", "H", "O", "H", "H", "O", "H", "H", "O", "H", "H", "O", "H", "H", "O", "H", "H", "O", "H", "H", "O", "H", "H", "O", "H", "H", "O"], "xyz": [[-0.593966, -1.685895, -1.486496], [0.239053, -2.695080, -2.135896], [1.002967, -2.357840, -3.326325], [-0.026377, -0.824478, -0.325967], [1.391530, -0.323330, -0.314085], [2.021770, -0.328816, 1.083992], [1.039373, 0.410002, 2.072149], [-1.570198, -2.088103, -1.204683], [-1.098369, -0.909101, -2.189982], [0.874141, -3.086582, -1.446987], [1.966488, -1.928741, -3.101556], [0.490241, -1.641601, -3.929652], [1.217069, -3.272439, -3.920447], [-0.084509, -1.405920, 0.663458], [-0.641962, 0.130853, -0.005236], [1.397443, 0.707508, -0.573277], [2.050468, -0.852406, -0.817348], [3.031945, 0.359429, 0.924903], [2.198050, -1.444107, 1.439431], [1.597543, 0.572694, 3.056609], [0.752186, 1.386464, 1.734328], [0.128976, -0.142772, 2.403404], [1.946684, 2.987426, -0.306207], [3.593052, 4.283680, 0.029315], [2.813739, 4.487121, -0.604534], [-0.725758, 3.241262, 2.345988], [-1.310566, 3.232501, 3.915283], [-1.250252, 2.726294, 3.058846], [2.126596, -3.001172, 0.616605], [2.840009, -3.937041, -0.389001], [2.819001, -2.977765, -0.145003], [-1.254138, 3.973089, 0.165792], [-0.158234, 4.722721, 0.961477], [-0.424215, 3.834734, 0.725918], [0.525887, 2.789758, -0.204153], [3.252519, 4.303238, -1.441523], [1.340733, 2.321216, -0.602387], [0.506552, -4.008818, 1.729082], [0.427546, -2.608675, 2.211382], [1.075550, -3.176963, 1.774837], [-1.444770, -1.226062, 2.148460], [-1.606027, -2.197730, 3.245448], [-1.165333, -2.108477, 2.409945], [4.063772, -0.881960, -1.827812], [4.035813, -1.714310, -0.531945], [4.167574, -0.857258, -0.892993], [-4.199677, 0.458244, -2.831622], [-2.905828, 0.884936, -3.655369], [-3.366868, 1.016061, -2.825644], [-0.564403, 1.856466, -4.335626], [-0.281790, 1.333161, -2.930970], [-0.792455, 1.121534, -3.753146], [-2.516451, 2.472427, -1.145248], [-3.393600, 2.796618, 0.036728], [-2.747278, 3.192821, -0.564437], [-5.182132, 0.994582, 2.141262], [-4.489998, 2.305222, 2.539936], [-4.507456, 1.490394, 1.869951], [-0.574251, -5.408658, 0.015450], [-1.300034, -4.346004, 0.709009], [-0.691370, -5.035567, 0.865989], [-1.319231, 1.220486, 2.424208], [-2.844760, 0.415850, 2.438864], [-1.902014, 0.444877, 2.007505]], "forces_ev_per_a": [[-1.04, 2.59, -1.65], [-0.32, 0.29, 0.73], [0.27, -0.79, 0.00], [-0.99, 0.25, 3.44], [-0.83, 0.88, 1.37], [0.63, 1.06, 0.84], [1.50, -1.16, 1.86], [0.36, -0.53, 0.96], [1.61, -1.29, 0.13], [-0.19, -0.04, -0.03], [0.66, 0.34, 0.20], [-0.58, 0.33, -0.47], [-0.34, 0.54, 0.30], [0.09, 0.53, -1.95], [0.74, -1.97, -1.26], [0.29, -0.76, -0.10], [0.91, -0.92, -1.44], [-2.55, -2.28, 0.64], [-0.02, 2.95, -0.86], [-0.49, -0.16, -1.32], [-0.04, 0.42, -0.41], [1.13, 0.26, -0.71], [1.44, 0.76, -0.24], [-1.87, 0.79, -1.23], [2.55, -0.53, 1.87], [-1.29, -0.68, 1.44], [0.40, -0.74, -1.53], [0.89, 1.74, 0.28], [0.93, -0.08, -0.89], [0.32, 1.18, 0.17], [-1.25, -1.84, 0.51], [0.51, -0.78, 0.74], [0.46, 0.46, -0.05], [-1.19, 0.48, -0.63], [1.00, -1.03, -0.76], [-0.23, 0.12, -0.43], [-2.67, 0.01, 0.44], [1.17, 0.82, -0.42], [-0.11, 0.55, 0.16], [-0.56, -1.83, 0.38], [-0.25, 1.15, -0.44], [-0.24, -0.44, 0.83], [-0.20, -0.72, 0.01], [0.12, -0.39, -1.08], [-0.29, -1.63, 0.28], [0.47, 2.27, 0.43], [1.60, 1.06, -0.21], [0.15, -0.17, -0.15], [-1.77, -0.88, 0.70], [-0.03, -0.08, -0.10], [-0.69, -0.32, -0.97], [0.96, 0.49, 0.91], [-0.08, -0.51, -0.70], [0.06, 0.04, 0.03], [-0.01, 0.44, 0.56], [-4.62, -3.16, 1.67], [-0.07, -2.70, -2.22], [4.47, 5.92, 0.62], [0.39, -0.86, -1.33], [-1.28, 1.41, -0.03], [0.67, -0.64, 1.35], [-2.49, -1.89, -0.54], [2.67, 0.92, -1.31], [-0.86, 0.70, 1.64]], "lowdin_charge": [-0.20, -0.11, -0.11, -0.11, 0.01, -0.14, -0.09, 0.11, 0.12, 0.07, 0.05, 0.06, 0.09, 0.09, 0.15, 0.09, 0.07, 0.17, 0.13, 0.11, 0.03, 0.05, -0.01, 0.12, -0.06, 0.05, 0.10, -0.10, 0.01, 0.09, -0.12, 0.08, 0.09, -0.07, 0.05, 0.06, -0.08, 0.06, 0.00, -0.11, -0.01, 0.07, -0.05, 0.03, -0.02, -0.04, 0.08, 0.01, -0.08, 0.06, 0.05, -0.07, 0.02, 0.05, -0.03, -0.04, 0.15, -0.03, 0.05, 0.02, 0.00, 0.05, 0.09, -0.18], "charge": 1, "orbital_gap_ev": 8.93, "homo_ev": -11.31, "e_tot_ha": -1378.88620, "e_above_lowest_ev": 2.309, "lumo_ev": -2.4}